<w>
{"formula": "C26H30AuN5SSe2", "method": "ωB97M-V/def2-TZVPD", "species": ["Au", "Se", "Se", "C", "C", "C", "C", "C", "N", "C", "C", "C", "C", "C", "N", "H", "H", "H", "H", "H", "H", "H", "H", "N", "S", "C", "C", "C", "C", "C", "C", "C", "C", "C", "C", "C", "C", "H", "H", "H", "H", "H", "H", "H", "H", "H", "H", "H", "N", "C", "C", "N", "C", "C", "H", "H", "H", "H", "H", "H", "H", "H", "H", "H", "H"], "coordinates": [[1.0013, 1.7153, -0.3143], [1.7097, 2.8167, -2.6152], [1.1372, 4.7419, -1.3583], [-0.5984, 4.0795, -0.8148], [-1.6735, 4.9340, -0.9411], [-2.9173, 4.5212, -0.4676], [-3.0478, 3.2585, 0.0828], [-1.9344, 2.4409, 0.1549], [-0.7289, 2.8478, -0.2647], [3.3050, 2.0682, -1.7900], [4.5765, 2.2009, -2.2838], [5.5803, 1.4561, -1.6579], [5.2555, 0.6205, -0.6037], [3.9395, 0.5465, -0.1677], [2.9821, 1.2681, -0.7563], [-1.5531, 5.8996, -1.4135], [-3.7727, 5.1785, -0.5562], [-4.0000, 2.8930, 0.4401], [-1.9916, 1.4402, 0.5599], [4.7907, 2.8458, -3.1257], [6.6024, 1.5287, -2.0070], [6.0111, 0.0236, -0.1122], [3.6417, -0.0948, 0.6496], [0.9436, 1.5840, 2.7847], [0.3556, 2.5702, 3.9227], [-1.3950, 2.4132, 3.8346], [-1.9826, 1.1818, 3.5510], [-3.3646, 1.0977, 3.5906], [-4.1245, 2.2190, 3.9156], [-3.5162, 3.4371, 4.1952], [-2.1344, 3.5473, 4.1548], [0.9166, 2.1663, 5.5379], [0.2254, 1.2554, 6.3355], [0.7292, 0.9946, 7.5964], [1.8835, 1.6378, 8.0379], [2.5489, 2.5525, 7.2308], [2.0631, 2.8364, 5.9652], [1.8057, 1.1699, 3.1571], [-1.3764, 0.3113, 3.3347], [-3.8505, 0.1502, 3.3993], [-5.2022, 2.1358, 3.9689], [-4.1149, 4.2979, 4.4602], [-1.6485, 4.4871, 4.3870], [-0.6810, 0.7749, 5.9926], [0.2181, 0.2939, 8.2423], [2.2593, 1.4318, 9.0313], [3.4317, 3.0598, 7.5941], [2.5505, 3.5733, 5.3387], [-0.8417, -7.4711, -7.3578], [-1.7460, -6.2805, -7.5546], [-1.1355, -5.0674, -6.8598], [-0.8315, -5.2805, -5.4531], [0.0027, -6.4573, -5.2655], [-0.5602, -7.7264, -5.8986], [0.0404, -7.3116, -7.8507], [-1.2603, -8.3007, -7.7824], [-2.7088, -6.5535, -7.1234], [-1.8658, -6.1279, -8.6258], [-1.8227, -4.2302, -6.9706], [-0.2103, -4.7851, -7.3728], [-1.6798, -5.3432, -4.9023], [0.1501, -6.6449, -4.2031], [0.9908, -6.2501, -5.6893], [-1.5103, -8.0162, -5.4506], [0.1330, -8.5635, -5.8358]], "mulliken_charge": [0.68, -0.07, 0.15, 0.47, -0.57, -0.31, -0.68, -0.09, -0.28, 0.67, -0.51, -0.17, -0.68, -0.02, -0.39, 0.46, 0.48, 0.50, 0.53, 0.42, 0.47, 0.41, 0.48, -0.28, 0.36, 0.72, -0.33, -0.73, -0.56, -0.70, -0.51, 0.70, -0.22, -0.68, -0.46, -0.63, -0.46, 0.28, 0.55, 0.47, 0.48, 0.48, 0.50, 0.38, 0.43, 0.44, 0.42, 0.41, -0.18, -0.53, -0.70, -0.30, -0.70, -0.53, 0.38, 0.35, 0.35, 0.38, 0.38, 0.35, 0.31, 0.38, 0.35, 0.35, 0.38], "homo_energy_ev": [-17.20, -17.20], "spin_multiplicity": 3, "charge": 4, "s_squared": 2.017}

---

<x>
{"formula": "C26H30AuN5SSe2", "method": "ωB97M-V/def2-TZVPD", "species": ["Au", "Se", "Se", "C", "C", "C", "C", "C", "N", "C", "C", "C", "C", "C", "N", "H", "H", "H", "H", "H", "H", "H", "H", "N", "S", "C", "C", "C", "C", "C", "C", "C", "C", "C", "C", "C", "C", "H", "H", "H", "H", "H", "H", "H", "H", "H", "H", "H", "N", "C", "C", "N", "C", "C", "H", "H", "H", "H", "H", "H", "H", "H", "H", "H", "H"], "coordinates": [[-0.6196, 10.3981, -2.5364], [3.6957, -21.1332, 4.5526], [2.3776, -22.9584, 4.4905], [3.4837, -24.0300, 5.6492], [3.0699, -25.3162, 5.9456], [3.8946, -26.0492, 6.7898], [5.0518, -25.4647, 7.2750], [5.3568, -24.1602, 6.9034], [4.5778, -23.4467, 6.0942], [2.7067, -20.0689, 3.2795], [2.1534, -20.5629, 2.1101], [1.5083, -19.6431, 1.2948], [1.4736, -18.3122, 1.6762], [2.0929, -17.9331, 2.8607], [2.7029, -18.8051, 3.6597], [2.1553, -25.7317, 5.5449], [3.6304, -27.0622, 7.0607], [5.7161, -26.0064, 7.9329], [6.2531, -23.6704, 7.2614], [2.2326, -21.6039, 1.8300], [1.0508, -19.9656, 0.3693], [0.9843, -17.5703, 1.0613], [2.1018, -16.8999, 3.1832], [-2.6435, 10.6544, -2.4331], [-3.4923, 11.3224, -1.2360], [-3.2006, 13.0402, -1.2159], [-2.9749, 13.7371, -2.4075], [-2.8502, 15.1101, -2.3288], [-2.9423, 15.7525, -1.0938], [-3.1580, 15.0359, 0.0800], [-3.2817, 13.6594, 0.0341], [-5.1773, 10.9559, -1.4244], [-6.0952, 11.9550, -1.7675], [-7.4210, 11.5912, -1.8865], [-7.8116, 10.2728, -1.6482], [-6.8863, 9.2971, -1.2833], [-5.5544, 9.6322, -1.1491], [-3.2339, 10.0530, -3.0101], [-2.9358, 13.2224, -3.3586], [-2.7005, 15.6884, -3.2304], [-2.8501, 16.8298, -1.0486], [-3.2270, 15.5502, 1.0286], [-3.4464, 13.0852, 0.9376], [-5.7786, 12.9738, -1.9440], [-8.1571, 12.3322, -2.1666], [-8.8569, 10.0066, -1.7356], [-7.2115, 8.2862, -1.0809], [-4.8286, 8.8976, -0.8213], [4.0216, 9.6575, -4.0537], [3.2639, 8.4938, -3.4727], [1.7733, 8.7942, -3.4439], [1.4571, 10.0458, -2.6935], [2.2221, 11.1855, -3.2785], [3.7211, 10.9276, -3.3040], [3.7919, 9.7693, -5.0461], [5.0279, 9.4664, -4.0207], [3.6675, 8.3262, -2.4735], [3.4659, 7.6124, -4.0790], [1.2602, 7.9547, -2.9788], [1.3767, 8.9044, -4.4546], [1.7664, 9.9206, -1.7284], [2.0357, 12.0838, -2.6931], [1.8378, 11.3612, -4.2847], [4.1320, 10.8027, -2.3016], [4.2440, 11.7487, -3.7916]], "mulliken_charge": [0.43, 0.17, 0.14, 0.89, -0.49, -0.35, -0.45, -0.38, -0.41, 0.59, -0.15, -0.53, -0.33, -0.31, -0.45, 0.34, 0.41, 0.39, 0.40, 0.34, 0.41, 0.38, 0.39, -0.48, 0.55, 0.56, -0.32, -0.68, -0.41, -0.68, -0.24, 0.71, -0.30, -0.71, -0.44, -0.59, -0.44, 0.36, 0.50, 0.45, 0.45, 0.44, 0.45, 0.42, 0.43, 0.44, 0.42, 0.43, -0.14, -0.71, -0.50, -0.54, -0.49, -0.70, 0.39, 0.36, 0.36, 0.42, 0.39, 0.38, 0.45, 0.40, 0.38, 0.37, 0.42], "homo_energy_ev": [-13.97, -14.30], "spin_multiplicity": 3, "charge": 4, "s_squared": 2.019}

---

What should be chosen as the least stable of them? Choose <w>.

---

<w>
{"formula": "C2H4N4", "method": "ωB97M-V/def2-TZVPD", "species": ["N", "C", "C", "N", "N", "N", "H", "H", "H", "H"], "coordinates": [[-1.7483, -0.1459, 0.1196], [-0.3727, 0.0158, 0.1686], [0.3415, 1.1521, 0.5320], [1.6306, 0.6935, 0.3421], [1.7754, -0.5743, -0.1067], [0.5104, -0.9689, -0.1213], [-2.0968, -0.5346, -0.7469], [-2.1749, 0.7571, 0.2970], [1.8312, 1.5497, -0.1871], [0.3036, -1.9446, -0.2973]], "mulliken_charge": [-0.57, 0.59, -0.84, 0.07, -0.65, 0.24, 0.25, 0.28, 0.38, 0.25], "homo_energy_ev": -8.54}

---

<x>
{"formula": "C2H4N4", "method": "ωB97M-V/def2-TZVPD", "species": ["H", "N", "C", "N", "C", "N", "N", "H", "H", "H"], "coordinates": [[0.7459, -0.7990, -2.1147], [0.7305, 0.1853, -1.8279], [0.0689, 0.2397, -0.7359], [-0.4771, -0.7613, -0.0698], [-0.4510, -0.3535, 1.3305], [-0.1075, 0.9400, 1.4294], [0.0931, 1.1736, 0.1729], [-0.3524, -1.7309, -0.3630], [-0.7323, -1.0981, 2.1571], [0.4819, 2.2042, 0.0215]], "mulliken_charge": [0.17, -0.75, 0.55, -0.25, -0.14, -0.65, 0.17, 0.27, 0.32, 0.30], "homo_energy_ev": -8.03, "smiles": "[H]/N=c1\\[nH]cn[nH]1"}

---

<y>
{"formula": "C2H4N4", "method": "ωB97M-V/def2-TZVPD", "species": ["H", "N", "C", "C", "N", "N", "N", "H", "H", "H"], "coordinates": [[2.6186, -0.6916, 0.1535], [1.8572, -0.0423, 0.1553], [0.6483, -0.4229, -0.0069], [-0.2109, 0.7450, -0.2828], [-1.4486, 0.1987, 0.2541], [-1.3331, -1.1213, 0.4518], [-0.1445, -1.5520, 0.3013], [0.7488, 1.3125, 0.1054], [-0.3366, 1.0334, -1.3288], [-2.3994, 0.5403, 0.1973]], "mulliken_charge": [0.23, -0.54, 0.34, -0.29, 0.05, -0.31, -0.29, 0.31, 0.25, 0.26], "homo_energy_ev": -9.43, "smiles": "[H]/N=C1/CNN=N1"}

---

<z>
{"formula": "C2H4N4", "method": "ωB97M-V/def2-TZVPD", "species": ["C", "N", "N", "C", "N", "N", "H", "H", "H", "H"], "coordinates": [[0.7237, 0.9682, 1.0585], [0.1144, 0.0429, 0.1249], [0.2983, -1.2289, -0.1674], [-0.6205, -1.3927, -1.1152], [-1.3189, -0.2743, -1.3773], [-0.8388, 0.6204, -0.5832], [0.5917, 0.6576, 2.1005], [0.0732, 1.8043, 0.7343], [1.7928, 1.1117, 0.8684], [-0.8160, -2.3090, -1.6434]], "mulliken_charge": [-0.67, 0.86, -0.77, 0.01, -0.45, -0.31, 0.27, 0.34, 0.27, 0.44], "homo_energy_ev": -10.72, "smiles": "Cn1ncnn1"}

---

What should be chosen as the least stable of them? Choose <w>.

---

<w>
{"formula": "C5H13NO2", "method": "ωB97M-V/def2-TZVPD", "species": ["C", "C", "C", "N", "C", "C", "O", "H", "H", "H", "H", "H", "H", "H", "H", "H", "H", "H", "H", "H", "O"], "coordinates": [[-0.4592, 1.2583, -1.4587], [-2.5916, 1.4934, -0.1752], [0.1785, 0.3420, -0.4900], [0.4483, 0.8265, 0.8090], [1.1251, 0.0161, 1.5960], [1.8361, -1.1311, 1.1741], [1.9850, -1.4616, -1.5816], [-0.5864, 0.7651, -2.4161], [-0.0977, 2.2812, -1.5304], [-2.3475, 0.3743, 0.2097], [-1.5715, 1.4002, -1.1119], [-2.2816, 2.3373, 0.4405], [-0.3090, -0.6266, -0.3475], [1.1934, 0.0604, -0.8818], [-3.4938, 1.7180, -0.7495], [1.9846, -1.3573, 0.0815], [1.0963, 0.2972, 2.6469], [2.1837, -1.7728, 1.9752], [2.2088, -2.1102, -2.2574], [-2.9949, -0.9593, 0.9409], [-2.0523, -0.8948, 0.7648]], "mulliken_charge": [-0.94, -0.59, -0.54, -0.28, 0.18, -0.47, -0.87, 0.39, 0.43, 0.24, 0.05, 0.28, 0.63, 0.72, 0.36, 0.32, 0.38, 0.26, 0.16, 0.22, -0.92], "homo_energy_ev": -8.30}

---

<x>
{"formula": "C5H13NO2", "method": "ωB97M-V/def2-TZVPD", "species": ["C", "C", "C", "C", "C", "N", "H", "H", "H", "H", "H", "H", "H", "H", "H", "O", "H", "H", "O", "H", "H"], "coordinates": [[1.3181, -2.4832, -0.1152], [1.5049, -1.2196, 0.2716], [0.4840, -0.3525, 0.8684], [0.7781, 1.1285, 0.8340], [-0.7398, -0.7679, 1.2045], [-1.8863, 0.0462, 1.3915], [0.3814, -2.9775, -0.0565], [2.2065, -2.9316, -0.5325], [2.4108, -0.7365, -0.0247], [1.5333, 1.3967, 1.5749], [-0.0501, 1.8041, 1.0008], [1.2652, 1.3855, -0.1032], [-0.9732, -1.8138, 1.3467], [-1.7959, 0.8792, 1.9518], [-2.6618, -0.5399, 1.6497], [-1.9040, 0.9248, -1.4074], [-1.5743, 0.5740, -0.5568], [-1.8146, 1.8782, -1.2825], [0.8414, 1.2742, -2.5268], [0.6337, 1.5351, -3.4240], [0.0424, 0.9961, -2.0643]], "mulliken_charge": [-0.90, -0.31, 0.90, -1.43, -0.31, -0.51, 0.26, 0.25, 0.33, 0.38, 0.31, 0.34, 0.35, 0.19, 0.20, -0.75, 0.35, 0.34, -0.65, 0.29, 0.39], "homo_energy_ev": -7.94, "smiles": "C=C/C(C)=C/N.O.O"}

---

<y>
{"formula": "C5H13NO2", "method": "ωB97M-V/def2-TZVPD", "species": ["C", "N", "C", "C", "C", "C", "O", "H", "H", "H", "H", "H", "H", "H", "H", "H", "H", "H", "O", "H", "H"], "coordinates": [[-1.7615, -0.5161, -1.3107], [-0.9820, -1.6527, -0.8629], [-0.1793, -1.5291, 0.3316], [1.2206, -0.8926, 0.1219], [1.4837, 0.5375, 0.5584], [1.2684, 0.7866, 2.0156], [1.6908, 1.7330, 2.6279], [-1.6255, 0.4267, -0.7777], [-1.6165, -0.3012, -2.3691], [-2.8368, -0.7193, -1.2016], [-0.4915, -2.1251, -1.6052], [-0.0053, -2.5094, 0.7741], [-0.7572, -0.9689, 1.0695], [1.8918, -1.5173, 0.7174], [1.5786, -1.0948, -0.8874], [0.7451, 1.2110, 0.0964], [2.3910, 0.9800, 0.1455], [0.6255, 0.0343, 2.5151], [-0.9001, 2.4678, -0.9453], [-0.2879, 3.2072, -0.8557], [-1.4521, 2.4424, -0.1576]], "mulliken_charge": [-0.58, -0.31, -0.67, -0.73, -0.06, 0.06, -0.50, -0.04, 0.30, 0.31, 0.27, 0.26, 0.43, 0.37, 0.39, -0.11, 0.35, 0.31, -0.65, 0.30, 0.32], "homo_energy_ev": -8.39, "smiles": "CNCCCC=O.O"}

---

What should be chosen as the least stable of them? Choose <w>.